Entry 1:
Density functional theory data (wB97M-V/def2-TZVPD) for the ion C16H25BFN2O6S with charge +1 in a non-equilibrium geometry.

The geometry in ORCA input format:
```
! wB97M-V def2-TZVPD RIJCOSX def2/J DEFGRID3
* xyz 1 1
H 6.186 -1.494 2.047
O 0.343 -1.146 1.081
C -4.491 -1.199 -1.761
C -2.132 -1.406 0.610
O -2.890 -2.477 2.871
N -2.074 -0.177 -0.233
C -0.997 0.753 0.277
H -3.457 -1.274 -2.189
H -5.115 -0.693 -2.551
H 4.618 -3.587 2.012
C 3.303 -2.755 0.464
H 1.631 0.569 -1.494
H 1.207 3.269 1.416
H 1.093 5.161 -1.076
S -2.683 -1.140 2.347
H -3.447 1.029 -1.466
O -0.968 2.260 -1.966
C 0.890 3.439 0.347
O 1.548 -2.475 -2.096
H -1.154 1.392 -2.363
H 1.460 2.714 -0.295
O -3.909 -0.391 2.471
H -5.370 0.127 -0.540
H 0.971 5.615 0.703
H -2.782 -2.218 0.187
C 3.923 -0.420 -0.441
H 2.508 4.934 0.021
N -4.529 -0.451 -0.450
C 5.072 -0.410 0.460
C -0.673 -2.067 0.698
H -3.578 1.284 0.307
C 1.391 4.883 -0.030
H 3.718 0.444 -1.116
O -0.532 3.288 0.141
C 0.406 0.005 0.232
H 0.153 -0.292 -2.029
H -0.456 -2.629 -0.252
H 1.136 0.716 0.706
H -1.735 -0.484 -1.162
C -3.393 0.495 -0.471
H -1.156 1.059 1.343
C 3.070 -1.613 -0.395
C 5.323 -1.541 1.351
F -1.532 -0.453 3.263
C 1.820 -1.584 -1.333
C 4.460 -2.707 1.346
H 2.592 -3.612 0.425
B -0.836 2.124 -0.585
H -4.850 -2.259 -1.637
H 5.737 0.480 0.489
H -0.754 -2.807 1.543
C 0.937 -0.279 -1.227
*
```

Calculated values
HOMO energy = -12.0 eV
Kohn-Sham gap = 8.6749 eV
SMILES string = CCOB(O)[C@@H]1[C@H](CC(=O)c2ccccc2)OC[C@@H](S(=O)(=O)F)[N@H+]1CNC
LUMO = -3.332 eV

---

Entry 2:
Density functional theory data (wB97M-V/def2-TZVPD) for the molecule C5H4O2.

The geometry in ORCA input format:
```
! wB97M-V def2-TZVPD RIJCOSX def2/J DEFGRID3
* xyz 0 1
O 0.020 -1.241 -0.306
O 1.837 -0.523 -1.258
C -1.510 0.356 0.432
H 1.733 1.354 0.862
C 0.941 -0.286 -0.300
H 2.248 0.327 -1.465
H -1.876 -1.801 0.105
C -1.229 -0.929 0.117
C -0.456 1.264 0.791
C 0.842 0.814 0.526
H -2.550 0.666 0.496
*
```

Calculated values
Energy above the lowest of the compared OMol25 structures with the same formula, charge and spin = 74.9 kcal per mole
HOMO energy = -7.6 eV
Kohn-Sham gap = 8.0121 eV
LUMO = 0.382 eV

---

Entry 3:
Density functional theory data (wB97M-V/def2-TZVPD) for a structure of composition C18H27BrMnNO4P2 in a non-equilibrium geometry.

The geometry in ORCA input format:
```
! wB97M-V def2-TZVPD RIJCOSX def2/J DEFGRID3
* xyz 1 6
C 0.539 1.902 -4.274
H 2.156 -2.365 -2.460
O 0.876 1.530 1.530
N 0.264 0.685 -1.805
H 0.027 -3.359 -1.214
C 0.377 0.551 4.893
Br -1.142 3.674 2.580
C 0.271 0.857 2.440
C 1.654 1.649 -3.486
H -2.341 -3.071 -4.622
C -3.425 -1.724 -0.349
H 3.566 0.275 -2.106
Mn 0.181 0.037 0.178
C 0.092 1.375 3.806
P 2.320 -1.022 -0.460
C -3.022 1.116 0.212
C -0.819 0.801 -2.605
H -3.665 -1.992 0.690
C 1.498 0.935 -2.311
H -2.832 1.248 -2.017
C 3.553 -0.964 0.874
H 0.491 0.393 7.031
H 2.706 -3.328 -1.054
H -2.693 -0.287 -2.812
C 2.685 0.506 -1.483
H 0.723 -0.459 4.689
P -2.196 -0.387 -0.429
H 0.371 -4.679 -1.804
H -3.016 -2.626 -0.824
C -0.545 3.137 5.327
H -2.430 1.991 -0.075
H -4.364 -1.443 -0.846
C -2.167 0.361 -2.103
H -3.993 1.197 -0.288
H 3.374 -1.842 1.514
H -0.281 2.734 7.441
C 0.238 1.035 6.192
H 2.653 1.959 -3.776
O -0.213 -4.291 -1.127
C -0.470 2.647 4.020
C -0.683 1.377 -3.862
H -3.133 1.139 1.294
H 2.941 1.304 -0.758
C 2.814 -2.364 -1.576
H 3.402 -0.057 1.479
O -0.231 -0.317 2.168
H -1.143 -3.721 -3.897
H -1.569 1.436 -4.488
H 3.858 -2.231 -1.904
H -0.875 4.155 5.487
H 0.625 2.460 -5.204
C -0.197 2.341 6.424
O -1.391 -3.291 -4.726
H 4.577 -0.989 0.475
*
```

Calculated values
HOMO energy (spin up / spin down) = -10.9 / -11.3 eV
Kohn-Sham gap (spin up / spin down) = 8.1177 / 8.1391 eV
LUMO (spin up / spin down) = -2.811 / -3.144 eV
<S²> = 8.76

---

Entry 4:
Density functional theory data (wB97M-V/def2-TZVPD) for a structure of composition C43H46AuBrN5O6 in a non-equilibrium geometry.

The geometry in ORCA input format:
```
! wB97M-V def2-TZVPD RIJCOSX def2/J DEFGRID3
* xyz -1 1
H 3.892 1.501 -3.778
C -1.534 -0.770 4.267
C -1.449 -3.918 -3.468
C 2.507 -3.369 2.602
C 2.868 -1.994 -3.005
H -5.015 -0.757 1.988
H 4.557 -1.992 1.411
H -0.424 -1.293 6.026
H 0.488 3.326 5.941
N 2.098 -1.712 -1.914
C 0.134 -2.585 2.938
H 5.467 -0.626 0.718
H 0.589 -5.150 3.710
C 2.063 1.815 -2.693
H -0.233 5.808 -3.359
H -4.366 1.113 -1.322
H 5.858 -1.456 -1.406
C 2.625 1.845 -1.268
C 0.262 -2.358 4.301
O -0.157 1.217 0.822
Br -0.969 4.095 0.434
C 2.593 -1.459 -0.706
C -0.677 -0.228 -3.475
C 0.792 2.633 -2.770
H -1.611 -4.742 -4.150
H 1.274 -5.750 2.186
C 0.594 -5.017 2.626
C -0.297 4.745 -3.161
C -1.716 -0.978 2.910
N -1.051 -2.043 0.861
H 2.694 2.875 -0.910
C -3.295 1.216 -1.517
N -0.512 0.620 -2.448
C -0.448 3.788 2.238
C -2.891 -0.363 2.177
H -1.065 -2.436 -5.007
H -0.796 5.319 5.229
O 1.866 1.102 1.836
H -3.877 1.524 1.824
C -0.875 -1.890 2.231
C -0.488 4.580 4.500
C 4.797 -1.566 -1.600
H -3.395 2.440 -4.772
C 3.136 2.282 -3.680
H -3.016 0.798 -4.272
C -1.648 2.771 -2.764
C -4.149 -1.178 2.502
H 0.932 -3.463 1.179
C -1.427 -3.156 0.231
H 1.820 4.485 -3.068
N 3.978 -1.409 -0.521
C -3.071 2.236 -2.637
C 0.225 3.462 4.900
H -1.812 -5.073 -1.660
C 4.484 -1.088 0.802
O 1.886 -1.264 0.315
C 0.281 2.659 2.624
C -0.552 -1.455 4.963
C -3.093 1.122 2.469
C 0.855 3.998 -3.001
H -4.624 1.463 -3.946
C 4.319 -1.844 -2.819
H 3.621 1.400 -1.236
H -1.331 5.643 2.833
O 2.392 -2.362 -4.080
Au -0.250 -0.411 -0.496
H 1.016 -2.899 4.859
C -1.530 4.128 -3.047
C -3.557 1.698 -3.990
C -1.323 -3.050 -1.255
H 2.714 2.469 -4.669
H 1.990 1.287 -0.586
C 0.621 2.522 3.966
C -0.940 -1.635 -3.047
H 2.725 -3.639 3.637
C -1.550 -4.120 -2.097
C -0.465 2.005 -2.656
H 3.636 3.189 -3.332
H 3.785 -0.400 1.276
O -1.899 -4.164 0.754
C -1.153 -2.656 -3.954
H 1.805 0.784 -2.940
H 1.206 1.658 4.253
H -2.803 1.543 -0.599
H -2.910 0.234 -1.773
O -0.664 0.074 -4.660
H -2.699 -0.463 1.108
H -3.386 1.297 3.507
H -3.690 3.106 -2.395
H -2.170 1.660 2.265
C -0.810 4.756 3.166
H 4.955 -1.957 -3.684
H 2.763 -2.323 2.437
H 3.131 -3.992 1.957
H -0.409 -5.199 2.247
C 0.746 1.546 1.682
N -1.038 -1.852 -1.747
H -4.341 -1.179 3.577
H -2.173 -0.071 4.794
C 1.033 -3.593 2.257
H -4.022 -2.214 2.181
H -2.429 4.722 -3.173
*
```

Calculated values
Energy above the lowest of the compared OMol25 structures with the same formula, charge and spin = 37.9 kcal per mole
HOMO energy (spin up / spin down) = -5.6 / -5.6 eV
Kohn-Sham gap (spin up / spin down) = 6.0459 / 6.0465 eV
LUMO (spin up / spin down) = 0.412 / 0.413 eV

---

Entry 5:
Density functional theory data (wB97M-V/def2-TZVPD) for the ion C37H42N3O with charge -1 in a non-equilibrium geometry.

The geometry in ORCA input format:
```
! wB97M-V def2-TZVPD RIJCOSX def2/J DEFGRID3
* xyz -1 1
C -3.956 -0.369 2.744
H 3.661 2.434 5.033
H -6.594 1.655 2.609
H 0.824 -5.058 -0.275
H -0.068 2.795 2.858
H 0.000 0.511 3.250
C 1.653 -4.394 -0.577
C -5.724 -1.509 4.656
C 3.536 -1.006 2.682
H 2.353 -1.106 -1.348
C 0.454 2.886 3.826
C 4.978 -1.619 2.574
H -3.512 1.475 0.238
H -5.421 -0.872 5.489
C 1.116 -1.107 2.253
H 4.565 -2.108 -1.773
H 2.122 3.268 1.681
O 4.433 1.140 3.241
C 2.594 3.403 2.667
H -4.889 -3.251 3.696
C -3.395 1.658 1.314
C -4.522 -2.356 4.210
C -1.139 -3.193 -0.335
H 4.516 -3.254 1.189
H 5.121 -2.025 4.701
H 2.088 2.017 5.818
H 0.424 3.945 4.139
H 5.981 -3.489 2.181
H 2.457 3.721 5.395
H 6.804 -1.342 1.427
H 5.816 -0.433 4.203
C 5.302 -4.646 -1.401
C -4.669 2.267 1.900
N 0.053 0.092 -0.965
C 2.491 -2.190 -1.155
H 0.185 -3.016 2.047
C -2.319 -2.165 2.973
H -6.524 -2.148 5.047
H -0.058 2.288 4.598
C -5.711 1.215 2.127
H -1.957 -2.877 0.322
C 0.989 0.166 2.911
C 3.967 -4.112 -1.237
C 1.927 2.455 3.699
H 2.533 -2.762 2.057
C 2.072 0.956 3.250
C 5.711 -1.498 3.934
H -1.497 -3.026 -1.409
H 6.710 -1.962 3.855
H -6.053 0.810 1.168
C 2.899 -4.921 -0.834
N -5.223 0.143 2.963
C 5.803 -0.877 1.491
C 3.724 -2.743 -1.448
C 1.423 -2.982 -0.647
C 4.942 -3.111 2.196
C 0.078 -1.018 -0.456
H -5.038 3.038 1.215
H 5.907 0.188 1.765
H 2.445 4.449 2.992
C 2.586 2.668 5.082
H 3.674 3.197 2.594
C -1.741 -0.164 1.732
C -3.564 -1.611 3.320
C -6.259 -0.676 3.535
H -0.983 -4.255 -0.213
H -2.008 -3.096 3.480
C 0.008 -1.944 1.737
H -0.992 0.508 1.275
H 4.374 -3.684 2.943
H -4.414 2.767 2.834
H 5.301 -0.961 0.511
N 6.414 -5.067 -1.503
C -1.379 -1.469 2.157
H -6.697 -1.311 2.753
H -2.547 2.342 1.419
C -3.031 0.362 1.969
H -3.996 -2.715 5.104
H 3.099 -5.991 -0.637
C 3.418 0.403 3.079
C 0.167 -2.380 -0.051
C 2.419 -1.684 2.292
H -7.067 -0.009 3.876
*
```

Calculated values
HOMO energy = -3.2 eV
Kohn-Sham gap = 5.4141 eV
SMILES string = CC(C)(C)c1cc([C@@H](c2cc3c4c(c2)CCCN4CCC3)[C@@](C)(C#N)c2ccc(C#N)cc2)cc(C(C)(C)C)c1[O-]
LUMO = 2.169 eV

---

Entry 6:
Density functional theory data (wB97M-V/def2-TZVPD) for the ion C12H16N with charge +1 in a non-equilibrium geometry.

The geometry in ORCA input format:
```
! wB97M-V def2-TZVPD RIJCOSX def2/J DEFGRID3
* xyz 1 1
C -1.092 1.344 -2.151
H 0.371 -1.803 -2.208
N 0.517 -0.894 0.389
H -0.166 0.401 1.908
C 0.742 -1.923 1.510
H -1.878 -1.803 -3.316
C -1.268 1.566 -0.809
C -0.514 -1.412 -1.779
H 2.472 1.019 0.250
H 2.714 0.458 1.779
C -1.865 0.235 -2.854
H -0.298 1.771 -2.734
H -0.103 2.519 0.855
C -0.649 -1.233 -0.469
C 0.479 0.578 1.064
C -1.574 -1.036 -2.648
C -1.909 -0.618 0.072
C -0.038 1.784 0.080
H -0.094 -2.083 2.121
C 1.932 0.984 1.209
H 1.096 -2.871 1.137
H 0.738 2.055 -0.549
H 1.290 -0.872 -0.288
C -2.103 0.750 -0.057
H -3.053 1.238 0.259
H 1.497 -1.536 2.078
H -2.518 -1.274 0.644
H 1.984 2.099 1.730
H -2.469 0.454 -3.748
*
```

Calculated values
Energy above the lowest of the compared OMol25 structures with the same formula, charge and spin = 89.8 kcal per mole
HOMO energy = -12.7 eV
Kohn-Sham gap = 9.6231 eV
SMILES string = C[C@H]1C/C2=C/C=C\C=C(C=C2)\[N@@H+]1C
LUMO = -3.054 eV

---

Number 1: E_tot -46483.5106 eV. Number 2: E_tot -9340.9355 eV. Number 3: E_tot -148721.4656 eV. Number 4: E_tot -138812.1315 eV. Number 5: E_tot -45568.9907 eV. Number 6: E_tot -14182.0414 eV.